1.
A molecular structure, C20H15N3O4S5SbW, computed with wB97M-V/def2-TZVPD.

CARTESIAN COORDINATES (ANGSTROEM)
W -0.3387 -0.2272 0.0812
S -0.5715 2.7379 3.9048
Sb -1.6626 2.0619 2.0985
S 0.4653 1.7990 0.2336
S -1.3112 -0.4401 2.1550
O -2.7648 2.0687 -1.8959
C -2.0870 1.0914 -1.7285
O -2.1634 0.2437 -0.7145
C -1.0321 0.6759 -2.7301
C -1.1928 0.9410 -4.0989
C -0.2883 0.4085 -4.9669
C 0.8074 -0.3335 -4.4716
C 1.7820 -0.9116 -5.3205
C 2.8462 -1.5825 -4.7941
C 3.0007 -1.6781 -3.3933
C 2.0778 -1.1320 -2.5497
C 0.9391 -0.4836 -3.0734
N -0.0218 0.0009 -2.2300
H -2.0395 1.5332 -4.4142
H -0.3905 0.5486 -6.0364
H 1.6686 -0.8027 -6.3922
H 3.5873 -2.0258 -5.4458
H 3.8635 -2.1862 -2.9826
H 2.2124 -1.1856 -1.4797
O -0.4567 -3.3987 -2.7936
C 0.3369 -4.3647 -2.2584
C 0.5793 -5.5494 -2.9487
C 1.4169 -6.5146 -2.4206
C 2.0346 -6.3078 -1.1942
C 1.7974 -5.1308 -0.5102
C 0.9492 -4.1485 -1.0204
C 0.7708 -2.8946 -0.2572
O -0.3232 -2.1854 -0.3905
N 1.7570 -2.4743 0.4598
N 1.4976 -1.1802 0.9367
C 2.1471 -0.9283 2.0311
S 3.1800 -2.1423 2.7448
C 3.3785 -1.2424 4.3059
C 3.3944 0.2402 4.0039
S 2.0406 0.5872 2.8487
H -0.8014 -3.7122 -3.6360
H 0.1041 -5.7047 -3.9114
H 1.5878 -7.4307 -2.9708
H 2.6888 -7.0594 -0.7749
H 2.2659 -4.9457 0.4470
H 4.3107 -1.5742 4.7617
H 2.5475 -1.4964 4.9629
H 4.3395 0.5570 3.5641
H 3.1970 0.8299 4.8985

Results
Gap between HOMO and LUMO (alpha / beta) (eV): 6.25 / 6.85
E_LUMO (alpha / beta) (eV): -1.18 / -1.06
Calculated total energy (Ha): -3534.812765
E_HOMO (alpha / beta) (eV): -7.4 / -7.9
⟨S²⟩: 0.763
Relative energy (zero: lowest compared OMol25 entry of this formula, charge and spin) (kJ/mol): 22.7
Spin multiplicity: 2

=====

2.
A molecular structure, C20H15N5O12SW, computed with wB97M-V/def2-TZVPD.

CARTESIAN COORDINATES (ANGSTROEM)
W -0.1323 -0.0639 -0.5286
O 0.5432 4.0911 -0.3901
C -0.1139 2.9455 -0.4331
O 0.1357 2.0622 0.3615
C -1.1538 2.8186 -1.5166
O -1.7232 1.5338 -1.4955
C -3.1063 1.4812 -0.9498
C -1.8885 0.4174 0.8050
O -3.5577 -1.6328 0.5435
O -1.7995 0.6885 1.9689
H 1.3243 3.9263 0.1768
H -1.9053 3.6046 -1.4180
H -0.6164 2.9563 -2.4574
H -3.3371 2.5045 -0.6396
H -3.7506 1.1943 -1.7776
O 3.2190 2.4279 0.3957
C 3.5371 1.9538 1.6246
C 4.4485 2.6986 2.3722
C 4.8509 2.2676 3.6236
C 4.3568 1.0830 4.1542
C 3.4432 0.3483 3.4171
C 3.0124 0.7639 2.1606
C 1.9430 -0.0023 1.4564
O 1.8501 0.2122 0.1574
N 1.1268 -0.7412 2.1179
N 0.1138 -1.2221 1.2266
C 0.5514 -2.0470 0.2371
C -0.3560 -3.0640 -0.3869
C -0.1875 -4.4340 -0.2676
C -1.0519 -5.3025 -0.9276
C -2.0853 -4.7856 -1.7023
C -2.2608 -3.4162 -1.8436
C -1.3746 -2.5714 -1.1931
O -1.4261 -1.2342 -1.3608
H 2.7823 1.6793 -0.0851
H 4.8379 3.6105 1.9382
H 5.5638 2.8580 4.1877
H 4.6717 0.7421 5.1316
H 3.0097 -0.5605 3.8137
H 1.6190 -2.2717 0.2160
H 0.6226 -4.8235 0.3395
H -0.9171 -6.3735 -0.8401
H -2.7655 -5.4607 -2.2092
H -3.0588 -2.9903 -2.4345
N -3.1777 0.5731 0.1308
C -3.9789 -0.6059 0.0321
N -5.1402 -0.5216 -0.6678
C -5.6858 0.6405 -0.8987
N -6.2451 1.6383 -1.1414
O -0.0910 0.0055 -3.9817
S 1.0613 0.0400 -3.1200
O 2.3073 0.3622 -3.7667
O 0.8047 1.1275 -1.9698
O 1.1505 -1.1316 -2.1855

Results
Gap between HOMO and LUMO (eV): 6.72
E_LUMO (eV): 4.25
Calculated total energy (Ha): -2413.233442
E_HOMO (eV): -2.5
Total charge: -2
Relative energy (zero: lowest compared OMol25 entry of this formula, charge and spin) (kJ/mol): 221.7

=====

3.
A molecular structure, C20H16AuF6N2O4PS2, computed with wB97M-V/def2-TZVPD.

CARTESIAN COORDINATES (ANGSTROEM)
Au 0.3673 0.0662 0.9901
N 1.3951 0.5653 2.6986
C 2.3577 -0.4427 3.1792
C 3.1388 -0.1699 4.2847
C 4.0638 -1.1164 4.7093
C 4.2109 -2.3210 4.0279
C 3.4294 -2.5899 2.9154
C 2.4904 -1.6479 2.4962
P 1.4247 -2.0089 1.1107
C -0.0041 -2.9224 1.5472
C -0.9288 -3.3183 0.5616
C -2.1017 -3.9296 0.9506
C -2.3711 -4.1319 2.3009
C -1.4674 -3.7293 3.2792
C -0.2863 -3.1162 2.9139
C 2.2732 -2.4322 -0.3561
C 1.9941 -3.6151 -1.0555
C 2.7268 -3.9116 -2.1889
C 3.7157 -3.0382 -2.6270
C 3.9980 -1.8655 -1.9292
C 3.2843 -1.5580 -0.7909
H 0.6648 0.7346 3.3967
H 1.8731 1.4598 2.5759
H 3.0426 0.7710 4.8135
H 4.6802 -0.9019 5.5715
H 4.9397 -3.0483 4.3574
H 3.5495 -3.5230 2.3785
H -0.7446 -3.1228 -0.4858
H -2.8201 -4.2370 0.2030
H -3.3012 -4.6015 2.5922
H -1.6866 -3.8931 4.3251
H 0.4181 -2.8111 3.6771
H 1.2435 -4.3070 -0.7015
H 2.5321 -4.8272 -2.7297
H 4.2819 -3.2759 -3.5178
H 4.7756 -1.2008 -2.2789
H 3.5034 -0.6482 -0.2435
F -4.0551 2.0278 3.0144
C -4.0579 1.7359 1.7264
F -5.2340 1.2877 1.3501
F -3.7076 2.7929 1.0130
S -2.7948 0.4094 1.4565
O -1.5248 1.0293 1.8662
O -3.1663 -0.7652 2.1676
N -2.9056 0.2262 -0.1118
S -1.8559 0.0916 -1.2158
O -2.3171 -0.5580 -2.3813
O -0.5426 -0.5210 -0.7300
C -1.3143 1.7963 -1.6978
F -2.3648 2.5300 -1.9689
F -0.6502 2.3316 -0.6521
F -0.5013 1.7230 -2.7273

Results
Gap between HOMO and LUMO (alpha / beta) (eV): 7.04 / 7.04
E_LUMO (alpha / beta) (eV): -8.93 / -8.93
Calculated total energy (Ha): -3054.190404
E_HOMO (alpha / beta) (eV): -16.0 / -16.0
Total charge: +2
Relative energy (zero: lowest compared OMol25 entry of this formula, charge and spin) (kJ/mol): 7.6

=====

4.
A molecular structure, C20H16AuNO5P, computed with wB97M-V/def2-TZVPD.

CARTESIAN COORDINATES (ANGSTROEM)
Au -1.8383 0.0239 -1.2245
N -2.6723 0.9885 0.3169
C -2.0785 1.0088 1.5401
C -2.7040 1.5059 2.7081
C -2.0335 1.5081 3.9100
C -0.7189 1.0339 4.0284
C -0.0849 0.5582 2.8974
C -0.7420 0.5484 1.6696
P -0.0560 -0.0222 0.1353
C 1.2833 1.0117 -0.4487
C 1.5960 0.9404 -1.8062
C 2.5957 1.7493 -2.3137
C 3.2593 2.6436 -1.4829
C 2.9207 2.7397 -0.1429
C 1.9224 1.9263 0.3778
C 0.7091 -1.6534 0.3050
C 2.0877 -1.8305 0.2606
C 2.6313 -3.1008 0.4039
C 1.7982 -4.1919 0.5919
C 0.4198 -4.0186 0.6329
C -0.1252 -2.7558 0.4856
H -3.6659 1.1460 0.2517
H -1.5845 2.6674 -1.8496
H -3.7186 1.8803 2.6434
H -2.5404 1.8861 4.7906
H -0.2174 1.0350 4.9864
H 0.9263 0.1695 2.9617
H 1.0241 0.2931 -2.4603
H 2.8272 1.7132 -3.3698
H 4.0270 3.2893 -1.8917
H 3.4195 3.4579 0.4957
H 1.6318 2.0196 1.4166
H 2.7334 -0.9754 0.1027
H 3.7043 -3.2368 0.3610
H 2.2201 -5.1839 0.6952
H -0.2304 -4.8741 0.7633
H -1.1999 -2.6145 0.4866
O -1.8648 -1.7499 -4.7617
C -2.0716 -1.1928 -3.7136
O -1.1651 -1.0957 -2.7598
C -3.4857 -0.5831 -3.3979
O -4.3830 -0.6858 -4.1972
O -3.6042 -0.0132 -2.2206
O -0.9521 2.0339 -2.1773

Results
Gap between HOMO and LUMO (eV): 6.54
E_LUMO (eV): 2.46
Calculated total energy (Ha): -1679.785073
E_HOMO (eV): -4.1
Total charge: -1
Relative energy (zero: lowest compared OMol25 entry of this formula, charge and spin) (kJ/mol): 69.4

=====

5.
A molecular structure, C20H16BrN3O7Ti, computed with wB97M-V/def2-TZVPD.

CARTESIAN COORDINATES (ANGSTROEM)
Ti 1.0568 0.0121 -0.5662
C 2.5898 -3.6442 -0.5804
C 2.9078 -2.4918 0.3308
C 3.6240 -1.3899 -0.1453
C 3.9896 -0.3553 0.7130
C 3.6254 -0.3896 2.0496
C 2.9019 -1.4756 2.5287
C 2.5485 -2.5155 1.6780
H 3.3899 -4.3871 -0.5562
H 2.4826 -3.3115 -1.6140
H 1.6683 -4.1467 -0.2843
H 3.9592 -1.3810 -1.1772
H 4.5706 0.4700 0.3226
H 3.9021 0.4207 2.7084
H 2.6122 -1.5133 3.5709
H 1.9914 -3.3621 2.0618
O 2.4184 3.7194 -0.1408
C 1.5494 2.8915 -0.1236
O 1.8014 1.5898 0.0843
C 0.0935 3.2335 -0.2559
C -0.2569 4.5639 -0.1036
C -1.5931 4.9209 -0.1343
C -2.6017 3.9894 -0.2795
C -2.2433 2.6666 -0.4330
C -0.8980 2.2433 -0.4888
O -0.5587 1.0292 -0.7670
N -3.3704 1.6933 -0.5111
O -3.1217 0.5053 -0.3876
O -4.4868 2.1506 -0.6019
N -1.9686 6.3394 0.0285
O -1.0657 7.1409 0.1417
O -3.1523 6.6065 0.0317
H 0.5172 5.3029 0.0443
H -3.6410 4.2829 -0.2655
C -3.4894 -3.2354 0.7439
C -2.2685 -2.7938 -0.0061
C -2.1196 -3.0221 -1.3840
C -1.0191 -2.5517 -2.0744
C -0.1157 -1.8553 -1.3026
Br 1.7603 -0.0899 -2.9287
N -0.1869 -1.6281 -0.0216
C -1.2741 -2.0944 0.6395
H -4.1430 -3.8286 0.1076
H -4.0551 -2.3718 1.0900
H -3.2243 -3.8357 1.6133
H -2.8995 -3.5540 -1.9143
H -0.8849 -2.6825 -3.1372
H -1.3221 -1.8652 1.6965

Results
Gap between HOMO and LUMO (alpha / beta) (eV): 7.60 / 6.51
E_LUMO (alpha / beta) (eV): -0.74 / -2.65
Calculated total energy (Ha): -4886.067706
E_HOMO (alpha / beta) (eV): -8.3 / -9.2
⟨S²⟩: 2.014
Relative energy (zero: lowest compared OMol25 entry of this formula, charge and spin) (kJ/mol): 60.0
Spin multiplicity: 3